(1)
Molecular formula: C53H92B2KNO14S3
Method: DFT, ωB97M-V with the def2-TZVPD basis set

Positions of all 166 atoms, in Å:
K: 0.44737 4.93831 1.90400
C: -1.46878 0.57154 -1.16626
C: -1.20044 1.45726 0.11210
C: -1.56396 0.69465 1.43472
C: -0.61525 -0.34805 1.82172
C: 0.85655 0.20515 1.91539
C: 1.33172 1.04499 0.60949
N: 0.22671 1.94310 0.10844
O: 0.67271 3.16037 -0.64246
C: 1.83966 0.01110 -0.38559
C: 2.54635 1.83678 1.19028
C: -2.17821 2.65862 0.06968
H: -2.41668 0.78414 -1.66062
H: -1.48796 -0.49017 -0.92026
H: -0.74709 0.82597 -1.94249
H: -2.46576 0.08253 1.44785
H: -1.62926 1.30898 2.33273
H: -0.67706 -1.22884 1.18259
H: -0.93648 -0.72139 2.79410
H: 1.49182 -0.62735 2.21787
H: 0.84665 0.89479 2.75942
H: 2.79621 -0.39006 -0.05066
H: 2.13002 0.39651 -1.36296
H: 1.10722 -0.77734 -0.55879
H: 2.21932 2.52888 1.96627
H: 3.09970 2.38395 0.42705
H: 3.38192 1.25467 1.57894
H: -1.98793 3.50033 0.73557
H: -3.20918 2.31382 0.14915
H: -2.27109 3.01914 -0.95478
B: 2.99077 6.01852 0.99375
H: 2.83268 4.96418 0.82754
H: 2.24309 6.65182 0.54192
H: 2.85276 6.12490 2.05859
H: 3.99190 6.24124 0.65853
B: 5.81391 3.91812 0.10845
H: 4.77121 3.85740 0.37925
H: 6.21409 4.87132 0.41750
H: 6.38437 3.11372 0.54634
H: 5.90477 3.79666 -0.95984
C: -0.00674 3.56040 -4.72769
S: 1.56463 2.56457 -5.05924
O: 2.65865 3.30599 -4.41603
C: 1.04502 1.02872 -4.16984
H: -0.32618 3.50738 -3.68690
H: -0.67513 2.95990 -5.34475
H: 0.06512 4.61353 -4.99945
H: 0.65015 1.26793 -3.18244
H: 1.95056 0.42391 -4.12182
H: 0.26570 0.60882 -4.80580
C: -4.34536 -2.59891 3.29892
S: -4.59872 -0.81095 3.71917
O: -5.83662 -0.73844 4.60033
C: -3.16029 -0.75736 4.94771
H: -3.32892 -2.84101 2.98853
H: -5.11352 -2.97231 2.62172
H: -4.51584 -3.24506 4.16003
H: -3.39573 -1.34970 5.83191
H: -2.99086 0.26037 5.29930
H: -2.20423 -1.14794 4.59914
C: 6.54663 0.89839 -2.20279
S: 4.93049 0.40452 -2.99272
O: 4.01518 1.55933 -2.59710
C: 5.39102 0.56842 -4.72301
H: 7.22945 0.08456 -1.95882
H: 6.27595 1.37887 -1.26259
H: 7.06986 1.59602 -2.85674
H: 4.43545 0.72453 -5.22361
H: 5.72287 -0.39481 -5.11053
H: 6.14484 1.29965 -5.01483
C: -5.05687 2.83041 -2.65796
C: -4.35534 4.01692 -2.70308
C: -4.94021 5.19209 -2.34972
C: -6.31343 5.17953 -2.15836
C: -6.93154 3.98749 -1.89655
C: -6.30449 2.77977 -2.12840
H: -4.75181 1.84819 -2.98749
H: -3.30916 4.06984 -2.96596
H: -4.44465 6.15168 -2.34597
H: -6.89409 6.05396 -1.90418
H: -7.99216 4.01603 -1.69487
H: -6.89031 1.88121 -2.00269
C: -7.59114 -1.56950 -1.25923
C: -6.49237 -1.89943 -2.01052
C: -5.25387 -1.49563 -1.57032
C: -5.15139 -0.71002 -0.42606
C: -6.22663 -0.42590 0.37133
C: -7.49827 -0.92810 -0.03351
H: -8.56897 -1.77969 -1.66674
H: -6.66171 -2.59120 -2.82243
H: -4.34323 -1.79509 -2.06777
H: -4.16029 -0.36069 -0.17692
H: -6.09256 0.11739 1.29506
H: -8.41310 -0.73941 0.50859
C: -2.50636 -5.84245 1.37463
C: -1.25480 -5.32843 0.99959
C: -1.19205 -4.16138 0.26127
C: -2.28236 -3.31300 0.08041
C: -3.53862 -3.83498 0.39265
C: -3.63160 -5.11083 1.01661
H: -2.57204 -6.79050 1.88774
H: -0.30923 -5.79663 1.23000
H: -0.27017 -3.69388 -0.05176
H: -2.17201 -2.37716 -0.44725
H: -4.46271 -3.34569 0.12240
H: -4.62317 -5.41990 1.31267
O: -2.09840 -1.51721 -4.06637
C: -1.09990 -1.87325 -4.58539
O: -0.72919 -1.42864 -5.81368
C: 0.39581 -2.11782 -6.19610
C: 1.08131 -2.59256 -4.96451
C: 0.01157 -2.70815 -3.91476
H: 1.01425 -1.38439 -6.71352
H: 0.26597 -2.94102 -6.89865
H: 1.80440 -1.84015 -4.64967
H: 1.53723 -3.57471 -5.08951
H: 0.18288 -2.31315 -2.91340
H: -0.29647 -3.74634 -3.79075
O: 1.68912 -4.91246 -1.34332
C: 2.79580 -4.39370 -1.10415
O: 3.14220 -3.17403 -1.61196
C: 4.48478 -2.86889 -1.24591
C: 5.13357 -4.20597 -0.96943
C: 4.04220 -5.08566 -0.46292
H: 4.53008 -2.13043 -0.44546
H: 4.98456 -2.42918 -2.10904
H: 5.93747 -4.20358 -0.23333
H: 5.52399 -4.48675 -1.94761
H: 3.99791 -4.95100 0.61782
H: 4.13040 -6.14942 -0.68366
O: 4.46842 -3.07546 3.70246
C: 3.20791 -3.08605 3.59372
O: 2.65658 -3.68559 2.55318
C: 1.27185 -3.61020 2.54926
C: 0.90161 -3.21408 4.00983
C: 2.17155 -2.43251 4.47188
H: 0.93393 -4.61646 2.30155
H: 0.92835 -2.88043 1.81609
H: 0.86821 -4.02509 4.73733
H: -0.12973 -2.86894 4.08265
H: 2.43951 -2.54765 5.52213
H: 2.12376 -1.35423 4.31977
O: 8.51267 -0.23762 0.23525
C: 8.00366 -0.40529 1.36305
O: 8.39101 -1.38357 2.16361
C: 7.73956 -1.41349 3.41739
C: 7.02017 -0.08213 3.37716
C: 6.94747 0.45884 1.98528
H: 8.36819 -1.47460 4.30576
H: 6.95317 -2.11527 3.69525
H: 7.48151 0.63580 4.05528
H: 5.99549 -0.21128 3.72565
H: 7.22333 1.50868 1.88603
H: 5.96557 0.36019 1.52243
O: -7.08291 4.21720 4.59054
C: -6.10076 3.91301 3.93908
O: -6.29831 3.52531 2.68183
C: -5.17000 2.87051 2.09556
C: -3.97493 3.34973 2.95684
C: -4.64024 3.83113 4.26462
H: -4.92323 3.32510 1.13610
H: -5.34732 1.79567 2.13244
H: -3.39044 4.11912 2.45235
H: -3.26795 2.53397 3.10793
H: -4.32376 4.84580 4.50625
H: -4.53455 3.09294 5.05961

Cartesian forces, eV/Å:
K 1.0 -0.3 -1.2
C -0.4 0.5 0.4
C 0.7 0.8 -0.2
C 0.0 0.0 -0.5
C 2.8 -0.8 0.4
C -1.9 0.4 -0.8
C -0.2 -0.2 1.5
N 0.4 0.4 2.0
O -1.7 -2.2 0.9
C 0.4 0.1 -0.8
C -0.2 0.5 -1.3
C -0.2 -0.4 -1.5
H -0.5 0.0 0.2
H 0.4 -0.1 -0.2
H 0.3 -0.3 0.4
H -1.1 0.7 -0.8
H -0.1 0.9 -0.3
H 0.1 0.0 -0.4
H 0.2 -0.2 0.4
H 0.6 0.1 -0.5
H 0.1 0.2 0.1
H -0.1 -0.5 0.4
H -0.3 0.6 0.0
H 0.0 -0.3 0.1
H 0.0 0.1 -0.1
H -0.5 0.6 -0.2
H -0.4 -0.8 0.4
H 0.2 -0.2 0.1
H -0.2 -0.4 0.8
H 0.8 0.5 0.0
B 0.1 0.0 -0.2
H -0.9 -4.0 -1.0
H -3.4 2.6 -2.2
H -0.3 0.8 5.1
H 3.5 1.1 -1.0
B -0.1 0.0 0.0
H -3.8 -0.4 1.1
H 1.7 3.8 1.3
H 2.6 -3.6 2.1
H 0.4 -0.4 -4.5
C 0.4 -1.5 0.0
S -0.9 1.3 0.2
O 0.2 -0.4 -0.1
C 0.1 1.1 0.0
H 0.4 -0.2 0.2
H -0.6 0.5 -0.1
H 0.3 -0.3 -0.4
H 0.4 0.0 0.1
H -0.1 -0.1 0.1
H 0.1 -0.2 0.0
C -0.3 -0.3 0.7
S 0.2 -1.2 2.0
O 1.2 0.0 -1.1
C -0.2 0.0 0.0
H -0.1 0.4 -0.5
H 0.2 0.6 -0.5
H 0.0 0.5 0.7
H -0.6 -0.1 -0.2
H -0.2 0.1 -0.3
H -0.2 0.1 -0.6
C -0.2 -0.4 -0.4
S 0.1 2.2 1.8
O 1.0 -2.1 -1.0
C -0.2 -0.5 -0.8
H -0.2 -0.4 -0.2
H -0.2 0.4 -0.1
H -0.3 0.2 0.1
H 0.0 0.5 -0.1
H 0.2 -0.3 0.3
H -0.3 0.3 0.4
C 0.3 -1.6 0.0
C 1.6 -0.2 -0.2
C -1.2 1.1 -0.6
C 0.0 0.4 1.8
C -1.3 -0.1 -0.6
C -1.4 0.7 0.1
H 1.1 0.2 -0.1
H 0.1 -0.4 -0.2
H 0.4 -0.1 -0.1
H 0.2 0.4 -0.3
H -0.1 -0.1 0.4
H 0.3 -0.3 0.0
C -1.1 0.4 0.6
C 0.3 -0.6 0.1
C 0.3 0.0 -0.1
C 0.9 -0.1 -0.3
C -1.7 -0.8 -0.1
C 1.0 0.9 -0.2
H -0.2 -0.3 0.2
H 0.4 0.3 -0.4
H 0.1 0.1 -0.3
H 0.1 0.1 0.3
H -0.2 0.0 0.0
H 0.1 0.1 0.3
C 0.5 0.6 -0.4
C -0.3 -0.1 -0.4
C 0.3 1.7 0.7
C -1.2 -1.5 -0.5
C 0.4 -1.2 0.3
C 0.0 1.2 0.0
H -0.1 0.0 0.1
H -0.2 -0.5 0.0
H 0.5 -0.6 0.0
H 0.0 0.1 0.1
H 0.0 0.3 0.2
H -0.1 -0.4 -0.1
O -1.5 0.4 0.3
C 0.7 -0.1 1.2
O -1.7 -0.3 0.4
C 2.2 0.2 -1.7
C 1.5 -0.5 1.4
C -1.2 0.2 -0.9
H 0.2 -0.1 -0.2
H -0.8 -0.1 -0.1
H 0.3 -0.3 0.0
H 0.5 0.3 -0.2
H 0.3 0.1 -0.2
H -0.3 0.0 0.0
O 2.7 1.6 1.0
C -1.8 -1.8 -1.5
O -0.8 -1.1 0.8
C 0.9 0.7 -0.2
C 1.2 0.0 -0.1
C -1.4 0.8 0.0
H -0.3 -0.1 0.2
H -0.3 0.3 0.1
H 0.2 0.4 -0.3
H 0.1 -0.7 0.2
H -0.3 -0.1 0.1
H -0.3 0.2 -0.2
O -4.3 0.0 0.1
C 5.0 0.8 0.2
O 1.5 -0.2 -0.5
C -1.5 -0.5 1.3
C 0.3 -0.2 0.3
C -0.9 0.1 -0.1
H -0.3 0.3 -0.1
H 0.0 0.0 0.1
H 0.1 -0.9 -0.6
H 0.3 1.1 -0.1
H -0.1 -0.3 -0.1
H 0.2 0.0 -0.5
O -1.1 -1.0 3.1
C 0.7 1.8 -4.5
O 1.2 -2.5 0.3
C -1.3 1.8 0.9
C -1.8 1.3 2.3
C 0.9 -0.4 -0.1
H 1.0 0.1 -0.6
H 0.2 -1.1 -1.5
H 0.1 0.1 0.0
H 0.0 0.0 0.4
H -0.1 0.0 -0.2
H 0.2 -0.1 -0.2
O 1.6 0.1 0.1
C -2.1 -0.1 0.2
O -0.4 -0.4 -1.2
C 1.2 1.4 0.6
C 0.0 -0.7 0.7
C 0.3 0.0 -0.5
H -0.9 -0.8 -0.5
H 0.2 0.2 -0.3
H -0.4 0.2 0.0
H -0.1 0.0 0.2
H 0.2 -0.3 0.6
H 0.2 0.4 0.3

Output
HOMO level = -0.75 eV
total charge = -2

(2)
Molecular formula: C53H95F3N4O15
Method: DFT, ωB97M-V with the def2-TZVPD basis set

Positions of all 170 atoms, in Å:
C: -2.44405 2.00635 5.46176
C: -0.87111 1.76351 5.16832
O: -0.36415 0.53840 5.77569
C: 1.01661 0.68774 6.18570
C: 2.07284 0.49112 4.97094
C: 3.56288 0.99360 5.34795
C: 3.72481 2.59337 5.40508
C: 4.63176 3.21715 4.22440
C: 4.21552 2.50649 2.82952
C: 5.30076 1.57053 2.18670
C: 4.93670 0.83907 0.87911
C: 6.01989 -0.15012 0.25148
C: 6.74874 0.39021 -1.06178
C: 7.33595 1.80890 -1.27258
C: 8.05815 2.12605 -2.62598
C: 8.21110 1.06935 -3.78256
C: 7.62792 -0.35326 -3.57683
C: 7.74272 -1.54873 -4.64938
C: 6.91277 -0.65290 -2.23541
C: 3.53720 0.98851 0.13993
N: 3.38598 0.23681 -1.07876
C: 2.08161 0.50582 -1.58421
C: 1.70480 -0.20248 -2.99681
N: 2.03077 0.84351 -4.03914
C: 1.37379 0.53292 -5.34618
C: 0.97886 1.39598 -0.94832
O: -0.29095 1.55042 -1.60493
N: -1.28272 1.24034 -0.71606
O: -1.52599 0.07634 -0.70043
N: 1.18664 2.10566 0.26198
C: 2.50279 1.92093 0.81331
C: 2.80923 2.69305 2.16317
C: 1.76568 3.63026 2.92061
C: 0.99398 4.68581 1.98554
C: 1.91053 5.45189 0.93944
F: 1.24004 5.93144 -0.25922
C: 3.31184 5.76660 1.07181
F: 3.65517 7.02359 1.67731
F: 4.38772 4.92670 0.62554
H: -2.62252 3.15245 5.45777
H: -3.10095 1.60444 4.60036
H: -2.78145 1.61692 6.48740
H: -0.75686 1.63253 4.02436
H: -0.31167 2.68275 5.55858
H: 1.24282 1.69604 6.69314
H: 1.20113 -0.12895 6.98344
H: 2.16199 -0.65746 4.83120
H: 1.69096 0.88857 3.96623
H: 3.75100 0.60130 6.42321
H: 4.37597 0.50130 4.69891
H: 2.67759 3.04539 5.48343
H: 4.26145 2.86665 6.39541
H: 5.73013 2.93684 4.46507
H: 4.55247 4.35177 4.12938
H: 6.34047 1.41322 2.65302
H: 6.81818 -0.37806 1.05449
H: 5.50523 -1.15115 -0.01544
H: 7.26820 2.58081 -0.43884
H: 8.54635 3.14739 -2.85003
H: 8.74678 1.31448 -4.76135
H: 8.66190 -1.47933 -5.32192
H: 6.75001 -1.59126 -5.21493
H: 7.83187 -2.53439 -4.05317
H: 6.51221 -1.72671 -2.08702
H: 0.57409 -0.44433 -3.03489
H: 2.32807 -1.15134 -3.13769
H: 3.06258 0.91941 -4.14853
H: 1.41109 -0.59301 -5.54444
H: 1.94327 1.14682 -6.14690
H: 0.30426 0.96369 -5.32432
H: 0.96283 2.92592 3.37268
H: 2.19776 4.21053 3.80443
H: 0.46007 5.42789 2.69982
H: 0.12946 4.10251 1.48083
C: 8.20452 0.13095 9.47273
O: 7.54283 -0.90282 10.19033
C: 6.33021 -0.46028 10.79552
C: 5.11157 -0.81225 9.94396
O: 5.12789 -0.13021 8.69123
C: 5.64460 -0.93462 7.63847
H: 8.90643 -0.33333 8.77895
H: 7.51309 0.75191 8.90287
H: 8.76397 0.75975 10.17229
H: 6.37116 0.61539 11.00030
H: 6.24463 -0.97904 11.75582
H: 4.21194 -0.48446 10.47342
H: 5.03432 -1.89448 9.79304
H: 4.86439 -1.60920 7.27423
H: 6.51224 -1.52021 7.95080
H: 5.94813 -0.27443 6.82394
C: -5.63884 1.26294 -4.67880
O: -4.94058 1.98665 -3.67287
C: -3.86366 1.23981 -3.11282
C: -2.52560 1.60847 -3.75205
O: -2.48708 1.26191 -5.13566
C: -2.78414 2.36424 -5.98295
H: -6.20102 1.97692 -5.28268
H: -4.96911 0.70637 -5.33427
H: -6.34110 0.57005 -4.20681
H: -4.05681 0.16395 -3.19439
H: -3.82105 1.49077 -2.04788
H: -1.73646 1.03551 -3.26080
H: -2.30087 2.67191 -3.61472
H: -1.89294 2.98720 -6.10226
H: -3.60353 2.97523 -5.59758
H: -3.07440 1.97325 -6.96032
C: -4.58558 -2.46038 9.29984
O: -4.73848 -3.37372 8.22140
C: -5.51036 -2.83353 7.15122
C: -4.62370 -2.27861 6.03743
O: -3.84877 -1.16801 6.48330
C: -2.52637 -1.53914 6.85650
H: -3.73776 -2.78688 9.90333
H: -4.39774 -1.44168 8.96040
H: -5.48694 -2.47519 9.92066
H: -6.20262 -2.06929 7.52211
H: -6.10853 -3.65467 6.74280
H: -5.26722 -1.91466 5.23065
H: -3.97649 -3.05868 5.62194
H: -1.90362 -1.62944 5.96301
H: -2.50089 -2.47948 7.41259
H: -2.11844 -0.75094 7.49134
C: -7.61814 -4.65579 -4.29074
O: -8.50003 -4.09067 -5.25258
C: -8.87198 -2.75167 -4.93490
C: -8.02397 -1.73337 -5.69530
O: -6.65174 -1.79851 -5.31266
C: -5.87214 -2.57849 -6.21100
H: -7.12026 -5.51144 -4.74836
H: -6.85753 -3.95011 -3.95641
H: -8.19450 -5.00328 -3.42761
H: -8.81715 -2.58199 -3.85371
H: -9.91682 -2.62978 -5.23854
H: -8.37801 -0.72913 -5.44241
H: -8.12906 -1.86135 -6.77818
H: -5.61116 -1.97958 -7.08825
H: -6.39213 -3.48366 -6.53263
H: -4.95395 -2.87075 -5.69798
C: -2.47065 -2.76884 -1.50858
O: -2.62318 -4.18190 -1.55829
C: -1.91462 -4.84612 -0.51480
C: -2.82762 -5.18433 0.66270
O: -3.33002 -4.00938 1.29573
C: -4.63533 -3.66463 0.84955
H: -3.27669 -2.31950 -2.09056
H: -2.51821 -2.37886 -0.49221
H: -1.51279 -2.49032 -1.95906
H: -1.05626 -4.24772 -0.18932
H: -1.52888 -5.78065 -0.93523
H: -2.24139 -5.72417 1.41246
H: -3.65069 -5.83615 0.34983
H: -5.37690 -4.27647 1.37118
H: -4.75270 -3.79485 -0.22874
H: -4.81077 -2.61491 1.09226
C: -1.00329 0.30461 -9.58919
O: -0.72695 1.09959 -10.73515
C: -1.19016 0.49969 -11.94247
C: -2.54632 1.05998 -12.36803
O: -3.56792 0.74371 -11.42434
C: -3.81910 1.80751 -10.51489
H: -0.94070 0.94519 -8.70845
H: -1.99617 -0.14426 -9.62136
H: -0.25085 -0.48569 -9.50444
H: -1.22764 -0.59083 -11.84214
H: -0.45636 0.73757 -12.71946
H: -2.83256 0.59374 -13.31557
H: -2.49315 2.14196 -12.53108
H: -4.46889 2.55014 -10.98649
H: -2.89922 2.29235 -10.17979
H: -4.33024 1.39503 -9.64281

Cartesian forces, eV/Å:
C 0.1 0.6 -0.4
C -1.1 0.0 -0.6
O 0.8 1.8 0.3
C 1.1 -0.3 0.0
C 0.4 -1.3 0.1
C -0.3 -0.1 1.0
C 0.5 0.1 0.8
C -0.7 -1.3 -0.7
C -0.9 -0.8 -2.3
C -3.9 -0.3 -3.0
C -0.3 1.4 1.8
C -0.1 0.3 -0.1
C 1.5 0.2 -3.5
C 0.4 -2.8 -2.7
C -0.9 -3.0 -0.2
C -1.9 -1.0 3.5
C -0.1 2.1 2.5
C -0.4 0.2 1.4
C 1.2 2.6 -0.3
C 2.0 0.7 2.1
N -5.3 3.7 2.0
C 0.1 -0.9 -0.3
C 0.4 1.2 0.8
N -0.2 -1.1 0.1
C 0.3 1.0 -0.2
C 3.2 0.7 2.4
O 4.0 0.0 -0.1
N -2.5 -2.0 1.6
O 0.6 1.8 -0.1
N 2.1 -3.0 -3.2
C 0.2 -0.1 0.5
C 3.9 -1.4 0.3
C -0.5 -0.4 -0.5
C -0.6 -1.3 -1.0
C 0.1 -1.3 -0.4
F 0.8 0.8 3.3
C -0.4 0.1 0.1
F 0.3 -2.5 -3.1
F -2.5 2.4 2.7
H 0.3 -1.8 0.0
H 1.1 0.3 1.7
H 0.6 0.4 -1.7
H 0.0 0.6 1.7
H -0.5 -1.3 -0.6
H -0.7 -1.2 -0.7
H -0.2 1.3 -1.3
H -0.2 1.8 0.1
H 0.5 -0.3 1.6
H -0.3 0.6 -1.7
H -1.4 0.8 0.8
H 1.5 -0.5 -0.3
H -0.9 -0.4 -1.5
H -1.8 0.5 -0.6
H 0.0 -1.5 0.3
H -1.9 0.3 -0.8
H -1.3 0.4 -1.2
H 0.8 1.7 0.4
H 0.1 -1.1 -1.4
H -1.0 -1.8 0.7
H -0.8 -0.2 1.7
H -1.5 0.2 0.8
H 1.6 0.0 0.4
H -0.1 1.6 -1.0
H 0.6 2.0 -0.2
H 1.9 0.4 0.1
H -0.9 1.1 0.4
H -1.1 -0.3 0.2
H -0.3 1.5 -0.2
H -1.0 -1.3 1.1
H 1.5 -1.1 -0.1
H 1.2 1.3 -0.8
H -0.1 -1.1 -1.4
H 1.2 -0.7 -1.3
H 1.6 1.1 0.5
C 0.2 -0.1 0.2
O -0.3 0.3 -0.2
C 0.0 -0.5 -0.1
C 0.1 0.5 0.0
O 0.2 -0.3 0.1
C 0.0 0.1 0.0
H 0.0 0.0 0.1
H -0.1 0.0 0.0
H 0.0 0.1 -0.1
H -0.1 0.0 -0.1
H 0.0 0.0 0.0
H 0.0 0.0 0.0
H 0.1 0.0 0.0
H 0.0 -0.1 -0.1
H 0.0 0.0 0.1
H -0.1 0.0 0.1
C -0.2 0.1 0.2
O 0.3 -0.2 -0.2
C 0.0 0.5 0.0
C -0.2 -0.5 -0.1
O -0.2 0.3 0.1
C 0.1 -0.1 -0.1
H 0.0 0.1 0.1
H 0.1 0.0 0.0
H 0.0 -0.1 -0.1
H 0.1 0.0 -0.1
H 0.0 0.0 0.0
H -0.1 0.0 -0.2
H -0.1 0.0 0.0
H 0.0 0.1 0.0
H 0.0 -0.1 0.0
H 0.1 0.0 0.1
C -0.1 -0.2 0.1
O 0.0 0.4 -0.1
C 0.3 -0.3 -0.1
C -0.2 0.4 0.2
O -0.1 -0.4 0.1
C 0.0 0.1 0.0
H -0.1 -0.1 0.0
H 0.0 0.0 -0.1
H 0.0 0.1 0.1
H 0.1 0.0 0.0
H 0.0 0.0 0.0
H 0.0 0.0 0.0
H 0.0 0.0 0.1
H 0.1 0.0 0.1
H -0.1 0.0 0.0
H 0.0 0.0 -0.2
C -0.2 -0.2 -0.1
O 0.2 0.3 0.2
C 0.0 -0.1 -0.5
C 0.1 0.0 0.5
O -0.2 -0.3 -0.2
C 0.1 0.1 0.1
H -0.1 0.0 0.0
H 0.0 0.1 0.0
H 0.1 0.0 0.1
H 0.1 0.0 -0.1
H 0.0 0.0 0.0
H 0.0 0.0 0.0
H 0.0 -0.1 0.1
H 0.0 0.0 -0.1
H 0.0 0.1 0.0
H -0.1 0.1 0.0
C 0.0 -0.1 -0.2
O 0.1 0.1 0.4
C -0.4 -0.2 -0.2
C 0.3 0.4 0.2
O -0.1 -0.2 -0.4
C 0.0 0.1 0.2
H 0.0 -0.1 0.0
H 0.0 -0.1 0.1
H 0.0 0.1 0.0
H -0.1 0.0 0.1
H 0.0 0.0 0.0
H 0.0 0.0 0.0
H 0.0 0.1 -0.1
H -0.1 0.0 0.0
H 0.1 0.0 0.0
H 0.1 -0.1 0.1
C 0.3 0.1 0.0
O -0.3 -0.3 -0.1
C 0.0 0.5 0.0
C 0.0 -0.5 0.1
O 0.3 0.3 0.1
C -0.1 -0.1 0.0
H 0.1 0.0 -0.1
H -0.1 0.0 -0.1
H -0.1 -0.1 0.1
H -0.1 0.1 0.0
H 0.0 0.0 0.0
H 0.0 0.0 0.0
H 0.1 0.0 0.1
H 0.0 0.1 0.0
H 0.0 0.0 -0.1
H 0.0 0.0 -0.1

Output
HOMO level = -8.04 eV
energy relative to the best compared isomer or geometry (same formula, charge and spin) = 304.7 kcal/mol
structure (SMILES) = CCOCCCCCc1cc(Cc2cccc(C)c2)c2nc(CNC)c(ON=O)nc2c1CCC(F)=C(F)F.COCCOC.COCCOC.COCCOC.COCCOC.COCCOC.COCCOC

- Which formula does entry 2 have?
  C53H95F3N4O15